Entry from the OMol25 dataset: 2 unconnected molecules or ions with the total composition C3H12NOS2 (the ωB97M-V functional and the def2-TZVPD basis).

Geometry as XYZ:
```
19
Properties=species:S:1:pos:R:3:forces:R:3:mulliken_spin:R:1
C 0.43092 2.11306 -0.92129 1.2 -0.3 -0.5 0.094
O 0.03740 2.87663 -2.03531 -1.2 0.2 -0.1 -0.014
C 0.53243 0.61412 -1.35028 1.4 2.2 -0.1 -0.005
N 0.96125 -0.25392 -0.22588 -1.3 -1.4 0.1 0.103
H -0.22899 2.23517 -0.08317 -0.5 -0.1 0.5 0.007
H 1.42783 2.51904 -0.66341 -0.2 -0.5 0.2 -0.003
H -0.88232 3.17972 -1.88970 0.7 -0.3 -0.2 0.007
H -0.42720 0.30917 -1.71311 -0.4 -0.5 -0.1 0.004
H 1.31545 0.59771 -2.13689 -0.7 -0.4 0.3 -0.005
H 0.20798 -0.25521 0.55687 -0.4 0.0 -0.8 0.013
H 1.80677 -0.03028 0.26506 0.9 0.5 -0.2 -0.040
H 1.03506 -1.22505 -0.59071 0.0 0.6 0.7 -0.048
C -0.50662 -2.71698 1.40951 -0.5 -0.8 0.2 0.004
S -2.11585 -1.91935 1.67075 -1.0 -4.7 1.0 0.324
S -1.81794 0.08277 1.28209 1.3 4.3 -1.0 0.537
H -0.32361 -2.79953 0.34572 0.2 0.0 -0.4 0.001
H -0.48031 -3.77429 1.80076 0.0 1.3 -0.1 0.037
H 0.22951 -2.06244 1.87822 0.4 -0.3 0.2 -0.027
H -1.20175 0.50965 2.40075 -0.1 0.1 0.1 0.011
```
Forces are in eV/Å.

## Properties
Electronic energy ... -1047.7117 hartree
HOMO level (spin up / spin down) ... -3.25 / -7.57 eV
Multiplicity ... 2